# 1
Density functional theory data (wB97M-V/def2-TZVPD) for a cluster of 2 separate species, C4H9NO2 in total in a non-equilibrium geometry.

Computed properties:
SMILES ... C=C(C)O.CN=O
LUMO energy (spin up / spin down) ... -0.0065 / -0.0065 Ha
HOMO level (spin up / spin down) ... -8.35 / -8.35 eV
Charge ... 0

Cartesian coordinates (Å):
C1 -0.3384 0.2393 -0.8433
C2 -2.2679 -0.1012 0.6421
C3 2.4448 0.2235 0.0033
C4 -1.1774 -0.6159 -0.2564
N1 1.3235 -0.5306 0.5527
O1 1.3204 -1.7810 0.3251
O2 -1.1263 -1.9529 -0.4293
H1 -0.6186 1.2285 -0.5788
H2 -2.4464 -0.8484 1.4586
H3 -1.7647 0.7828 1.0549
H4 -3.3377 -0.0929 0.1546
H5 2.1095 1.1668 -0.0931
H6 3.0897 0.4454 0.8137
H7 2.9870 -0.3058 -0.8638
H8 0.1624 -0.1062 -1.7020
H9 -0.1047 -2.2486 -0.3986

Forces on atoms 1 to 6 (eV/Å):
C -1.227 -0.319 0.246
C -0.926 -1.755 0.394
C 1.022 -3.812 -1.277
C -1.379 -1.359 -0.231
N 0.040 -2.740 0.885
O 0.915 2.706 0.080

Charge distribution, natural (NBO) scheme, values in e: -0.542 -0.693 -0.500 0.432 0.126 -0.440 -0.692 0.213 0.231 0.231 0.244 0.219 0.233 0.204 0.224 0.509



# 2
Density functional theory data (wB97M-V/def2-TZVPD) for the molecule C21H24FN5O2 in a non-equilibrium geometry.

Computed properties:
SMILES ... COc1ccc(CNC(=O)CN2CCC(n3nnc4cc(F)ccc43)CC2)cc1
LUMO energy ... 0.0157 Ha
HOMO level ... -8.45 eV
Charge ... 0

Cartesian coordinates (Å):
C1 1.6608 -3.4535 -1.6501
H1 2.0036 -2.6981 -0.9355
O1 0.2508 -3.4841 -1.7431
C2 -0.4002 -2.4029 -2.2344
C3 -1.7925 -2.5098 -2.3002
C4 -2.5553 -1.4625 -2.7688
C5 -1.9568 -0.2808 -3.1957
C6 -0.5730 -0.1836 -3.1442
C7 0.2051 -1.2261 -2.6686
H2 1.2778 -1.1143 -2.6400
H3 -0.0962 0.7291 -3.4719
C8 -2.7941 0.9194 -3.5590
N1 -3.0405 1.6939 -2.3497
C9 -2.2192 2.7043 -1.9769
O2 -1.4492 3.2447 -2.7445
C10 -2.2713 3.0511 -0.4872
N2 -1.3086 2.2590 0.2712
C11 0.0551 2.4648 -0.1933
C12 1.0448 1.7844 0.7458
H4 2.0618 1.9434 0.3842
H5 0.9577 2.2153 1.7433
C13 0.7188 0.2927 0.7876
N3 1.6733 -0.4621 1.5541
C14 2.0239 -0.3997 2.8680
C15 1.6328 0.3743 3.9577
C16 2.2501 0.1189 5.1581
C17 3.2281 -0.8800 5.2662
C18 3.6395 -1.6614 4.2172
C19 3.0177 -1.4079 2.9944
N4 3.1795 -1.9804 1.7719
N5 2.3908 -1.4157 0.9544
H6 4.3938 -2.4213 4.3270
F1 3.7861 -1.0679 6.4810
H7 1.9953 0.6816 6.0421
H8 0.8814 1.1426 3.8753
C20 -0.7105 0.1196 1.2972
C21 -1.6491 0.8474 0.3387
H9 -1.5828 0.3491 -0.6420
H10 -2.6760 0.7638 0.7065
H11 -0.8074 0.5418 2.2974
H12 -0.9768 -0.9381 1.3338
H13 0.7851 -0.1193 -0.2273
H14 0.2068 2.0758 -1.2119
H15 0.2413 3.5402 -0.2154
H16 -2.0056 4.1033 -0.3632
H17 -3.2670 2.8807 -0.0716
H18 -3.6013 1.2401 -1.6452
H19 -3.7520 0.6226 -3.9919
H20 -2.2628 1.5768 -4.2492
H21 -3.6311 -1.5610 -2.8047
H22 -2.2498 -3.4292 -1.9706
H23 2.1197 -3.2819 -2.6284
H24 1.9472 -4.4394 -1.2887

Forces on atoms 1 to 6 (eV/Å):
C 0.341 0.058 0.065
H -0.074 -0.086 -0.163
O -0.401 0.031 -0.067
C -0.135 0.041 0.019
C 0.162 -0.112 0.122
C 0.157 0.079 -0.067

Charge distribution, natural (NBO) scheme, values in e: -0.272 0.211 -0.510 0.388 -0.281 -0.194 -0.076 -0.190 -0.338 0.228 0.227 -0.248 -0.608 0.658 -0.630 -0.298 -0.434 -0.226 -0.402 0.222 0.204 -0.060 -0.173 0.066 -0.208 -0.262 0.379 -0.284 0.136 -0.251 -0.027 0.243 -0.324 0.234 0.224 -0.404 -0.225 0.185 0.199 0.204 0.223 0.238 0.181 0.215 0.222 0.199 0.390 0.205 0.242 0.208 0.225 0.170 0.200



# 3
Density functional theory data (wB97M-V/def2-TZVPD) for the molecule C11H6O2 in a non-equilibrium geometry.

Computed properties:
SMILES ... O=C1Oc2cccc3cccc1c23
LUMO energy ... -0.0268 Ha
HOMO level ... -8.73 eV
Charge ... 0

Cartesian coordinates (Å):
C1 -2.2341 -0.0285 -1.4587
C2 0.0849 0.0897 -1.6220
C3 1.3759 0.3652 -2.0799
C4 2.4325 0.0670 -1.1507
C5 2.0980 -0.2083 0.1383
C6 0.7461 -0.1918 0.7014
C7 0.3904 -0.2167 2.0517
C8 -0.9743 -0.2869 2.3451
C9 -1.9425 -0.3736 1.2773
C10 -1.6766 -0.2135 -0.0466
C11 -0.2457 -0.0746 -0.3324
H1 1.2976 0.7679 -3.0843
H2 3.5012 0.2434 -1.1716
H3 2.8730 0.0392 1.0544
H4 1.1534 -0.0607 2.7640
H5 -1.4981 0.0084 3.2938
H6 -2.9784 -0.3040 1.6080
O1 -3.2779 -0.0671 -2.0341
O2 -1.1252 0.4448 -2.2538

Forces on atoms 1 to 6 (eV/Å):
C 0.104 1.254 -0.832
C 0.189 2.620 -1.764
C -1.869 -1.166 0.241
C -0.552 0.758 0.304
C 0.198 1.747 5.005
C 0.747 -0.423 -3.573

Charge distribution, natural (NBO) scheme, values in e: 0.780 0.287 -0.234 -0.227 -0.177 -0.048 -0.152 -0.215 -0.146 -0.156 -0.075 0.246 0.240 0.204 0.221 0.233 0.220 -0.503 -0.496



# 4
Density functional theory data (wB97M-V/def2-TZVPD) for a structure of composition C32H80N5O11Zn in a non-equilibrium geometry.

Computed properties:
LUMO energy (spin up / spin down) ... -0.3579 / -0.3603 Ha
HOMO level (spin up / spin down) ... -12.23 / -12.23 eV
⟨S²⟩ ... 0.75
Charge ... +2
Multiplicity ... 2

Cartesian coordinates (Å):
Zn1 3.9732 0.0037 1.5872
C1 -0.4002 -0.2908 1.3562
C2 0.8425 0.4075 0.7404
O1 2.0950 -0.1632 0.7399
H1 -0.7030 -1.0948 0.6853
H2 -1.2277 0.4100 1.4670
H3 -0.2974 -0.7235 2.3513
H4 0.8680 1.3549 1.2790
H5 0.5487 0.5253 -0.3026
C3 -0.3276 2.1168 -4.5189
O2 -0.6698 1.5710 -3.3044
C4 -2.0402 0.9116 -3.1893
C5 -2.5154 0.6444 -1.7212
N1 -3.8867 0.0462 -1.8295
C6 -3.9546 -1.4079 -1.8001
C7 -5.3485 -2.0487 -2.0817
O3 -5.5871 -2.3206 -3.4825
C8 -6.6983 -3.0916 -3.9434
H6 -0.6080 3.1528 -4.7090
H7 -0.5774 1.5986 -5.4447
H8 0.7601 2.0486 -4.5358
H9 -1.9257 -0.0261 -3.7331
H10 -2.6956 1.5347 -3.7979
H11 -2.5368 1.6719 -1.3581
H12 -1.7225 0.0640 -1.2494
H13 -4.4062 0.2289 -2.6762
H14 -3.4206 -1.8725 -0.9712
H15 -3.3637 -1.7857 -2.6345
H16 -6.1698 -1.5355 -1.5816
H17 -5.3811 -2.9903 -1.5335
H18 -6.8034 -4.0995 -3.5420
H19 -6.4462 -3.2951 -4.9841
H20 -7.6054 -2.5150 -3.7623
C9 -2.0541 -1.6971 4.4503
O4 -1.7769 -0.9754 5.6600
C10 -0.8454 0.0312 5.4245
C11 -1.5544 1.2022 4.6866
N2 -0.8437 2.4252 4.9616
C12 -1.4527 3.4791 4.2194
C13 -0.7862 4.8263 4.2619
O5 -1.1341 5.4026 5.4364
C14 -0.4517 4.9894 6.5921
H21 -1.3558 -2.5157 4.2758
H22 -2.2859 -1.0976 3.5700
H23 -2.9789 -2.2604 4.5744
H24 0.1004 -0.3482 5.0379
H25 -0.6268 0.3897 6.4304
H26 -2.5135 1.2713 5.1999
H27 -1.6282 0.9307 3.6335
H28 0.0599 2.4237 4.5105
H29 -2.4891 3.6333 4.5196
H30 -1.4559 3.1792 3.1715
H31 -1.1293 5.5739 3.5468
H32 0.2906 4.6728 4.1904
H33 -0.7420 5.6317 7.4235
H34 0.6361 5.0448 6.5507
H35 -0.8407 4.0296 6.9322
C15 5.2910 -5.6374 -1.9619
O6 4.8609 -4.2822 -1.6573
C16 3.4931 -4.1813 -1.4352
C17 2.8996 -2.8711 -2.0440
N3 3.3843 -1.6133 -1.5440
C18 3.4497 -0.5164 -2.4871
C19 4.4056 -0.6521 -3.7105
O7 5.7548 -0.9044 -3.2323
C20 6.6507 -0.6063 -4.3417
H36 4.8807 -6.3991 -1.2989
H37 6.3604 -5.7520 -2.1389
H38 4.8132 -5.7003 -2.9396
H39 3.1087 -4.2509 -0.4176
H40 3.0854 -5.1013 -1.8540
H41 1.8110 -2.8848 -1.9899
H42 3.0897 -3.0336 -3.1049
H43 2.7743 -1.2685 -0.8167
H44 3.6710 0.3727 -1.8967
H45 2.4625 -0.2973 -2.8938
H46 4.3574 0.3129 -4.2152
H47 4.0673 -1.5472 -4.2324
H48 6.5388 0.4166 -4.7012
H49 6.4218 -1.3383 -5.1162
H50 7.6767 -0.9144 -4.1407
C21 -3.9572 -6.0197 -3.0236
O8 -2.5441 -5.8315 -3.1166
C22 -1.9732 -5.1247 -1.9265
C23 -0.4352 -5.2465 -1.9493
N4 0.1904 -4.9728 -0.6372
C24 -0.2190 -3.8162 0.1091
C25 0.4171 -3.8948 1.4578
O9 -0.2320 -5.0792 2.0831
C26 0.5320 -5.7868 3.0836
H51 -4.0596 -6.8687 -2.3478
H52 -4.5295 -6.0786 -3.9494
H53 -4.3506 -5.0985 -2.5939
H54 -2.3378 -5.7204 -1.0897
H55 -2.3517 -4.1112 -1.7939
H56 0.0330 -4.7067 -2.7724
H57 -0.3645 -6.2897 -2.2571
H58 0.2818 -5.7342 0.0201
H59 -1.2821 -3.6322 0.2641
H60 0.2033 -2.9173 -0.3400
H61 0.4118 -3.0275 2.1179
H62 1.4989 -4.0176 1.4046
H63 0.9804 -5.1770 3.8679
H64 1.2967 -6.4977 2.7709
H65 -0.3135 -6.2831 3.5601
C27 -1.5549 5.0677 -2.2155
O10 -0.3078 5.5595 -1.8593
C28 -0.2237 5.5278 -0.4043
C29 0.5106 4.2704 0.1005
N5 1.0928 4.3064 1.4500
C30 2.1618 5.3421 1.5014
C31 1.8923 6.6735 2.1355
O11 3.2153 7.1955 2.2096
C32 3.2492 8.5860 2.5235
H66 -1.6298 3.9874 -2.3395
H67 -1.8246 5.4738 -3.1904
H68 -2.2909 5.3941 -1.4807
H69 -1.1192 5.5441 0.2169
H70 0.3565 6.4374 -0.2489
H71 1.1728 3.8905 -0.6774
H72 -0.1165 3.3802 0.0529
H73 1.5041 3.4532 1.8008
H74 2.4882 5.5634 0.4853
H75 3.0414 4.8823 1.9517
H76 1.3293 6.6007 3.0660
H77 1.2672 7.2521 1.4554
H78 4.2513 8.9983 2.4052
H79 2.9763 8.8573 3.5433
H80 2.4439 9.0663 1.9676

Forces on atoms 1 to 6 (eV/Å):
Zn -2.595 -0.407 -1.517
C 0.683 -0.883 -0.026
C -1.583 1.099 1.304
O 2.770 -1.357 0.842
H -0.187 -0.193 0.111
H 0.134 0.303 -0.332

Results of the Mulliken charge analysis, in e, for atoms 1 through 99: 0.870 -0.458 0.357 -0.286 -0.512 0.462 0.311 -0.297 0.055 -0.911 -0.211 -1.106 0.336 0.159 -0.395 -0.861 -0.324 -0.750 0.296 0.411 0.268 0.588 0.500 0.381 -0.423 0.418 0.368 0.428 0.461 0.390 0.318 0.279 0.308 -0.516 -0.408 -0.506 -0.080 -0.148 -0.904 0.001 -0.509 -0.637 0.226 0.127 0.401 0.277 0.394 0.297 -0.132 0.231 0.400 0.301 0.224 0.214 0.296 0.248 0.245 -0.740 -0.382 -0.479 -0.377 0.191 -0.710 -0.718 -0.313 -0.777 0.295 0.263 0.361 -0.055 0.470 0.309 0.246 0.224 0.452 0.364 0.532 0.284 0.301 0.329 0.280 -0.309 -0.429 0.079 -0.842 0.047 0.138 -0.998 -0.393 -0.873 0.361 0.309 -0.167 0.412 -0.221 0.211 0.503 0.369 0.166



# 5
Density functional theory data (wB97M-V/def2-TZVPD) for the molecule C25H30N2O5.

Computed properties:
SMILES ... COC(=O)c1ccc(CN2CCC(Oc3cccc(C(=O)N4CCOCC4)c3)CC2)cc1
LUMO energy ... 0.0202 Ha
HOMO level ... -8.62 eV
Charge ... 0

Cartesian coordinates (Å):
C1 -1.0283 -7.7715 0.0748
H1 -1.8294 -7.3118 -0.5082
H2 -0.4009 -8.3921 -0.5598
H3 -1.4759 -8.3674 0.8732
O1 -0.1800 -6.7740 0.6197
C2 -0.7730 -5.8901 1.4411
O2 -1.9505 -5.9305 1.7050
C3 0.1705 -4.8795 1.9689
C4 -0.3211 -3.8996 2.8287
C5 0.5233 -2.9325 3.3352
C6 1.8733 -2.9192 2.9959
C7 2.3595 -3.9104 2.1478
C8 1.5228 -4.8831 1.6370
H4 1.9078 -5.6471 0.9799
H5 3.4090 -3.9214 1.8904
C9 2.7714 -1.7993 3.4613
N1 2.7904 -0.6493 2.5661
C10 3.3262 -0.9514 1.2518
C11 3.5596 0.3412 0.4739
C12 2.2517 1.1204 0.3379
C13 1.6740 1.3531 1.7368
C14 1.5066 0.0182 2.4571
H6 0.7686 -0.5927 1.9093
H7 1.1252 0.1986 3.4650
H8 0.7066 1.8534 1.6772
H9 2.3640 1.9869 2.2943
O3 1.3890 0.3273 -0.4648
C15 0.2040 0.8247 -0.8956
C16 -0.6762 -0.1116 -1.4454
C17 -1.9112 0.2799 -1.9179
C18 -2.2917 1.6112 -1.8715
C19 -1.4136 2.5521 -1.3490
C20 -0.1773 2.1611 -0.8494
H10 0.4634 2.9198 -0.4285
C21 -1.8086 3.9854 -1.1957
O4 -1.7795 4.5351 -0.1086
N2 -2.2418 4.6214 -2.3133
C22 -2.0285 4.1850 -3.6741
H11 -1.6338 3.1700 -3.6923
C23 -1.0386 5.1402 -4.3586
H12 -0.9388 4.8948 -5.4171
O5 -1.4836 6.4734 -4.3014
C24 -1.6532 6.8947 -2.9645
H13 -2.0055 7.9258 -3.0118
C25 -2.6619 6.0070 -2.2321
H14 -2.7238 6.2802 -1.1782
H15 -3.6463 6.1024 -2.7029
H16 -0.6882 6.8620 -2.4363
H17 -0.0556 5.0496 -3.8691
H18 -2.9849 4.2158 -4.2093
H19 -3.2677 1.9148 -2.2188
H20 -2.5877 -0.4590 -2.3202
H21 -0.3689 -1.1452 -1.4754
H22 2.4482 2.0808 -0.1617
H23 3.9496 0.1030 -0.5162
H24 4.2825 0.9628 1.0021
H25 2.6495 -1.5961 0.6676
H26 4.2790 -1.4712 1.3806
H27 3.8012 -2.1571 3.5498
H28 2.4450 -1.4404 4.4415
H29 0.1342 -2.1806 4.0063
H30 -1.3698 -3.9147 3.0845

Forces on atoms 1 to 6 (eV/Å):
C -0.377 -0.196 -0.054
H 0.067 -0.075 0.036
H -0.018 0.040 0.036
H 0.032 0.027 -0.096
O 0.321 0.255 0.115
C -0.340 -0.185 -0.054

Charge distribution, natural (NBO) scheme, values in e: -0.258 0.193 0.194 0.194 -0.509 0.779 -0.595 -0.181 -0.163 -0.172 -0.025 -0.227 -0.154 0.229 0.213 -0.233 -0.437 -0.227 -0.414 0.102 -0.439 -0.228 0.179 0.202 0.225 0.218 -0.529 0.397 -0.263 -0.194 -0.231 -0.107 -0.304 0.231 0.671 -0.621 -0.435 -0.249 0.233 -0.077 0.197 -0.522 -0.078 0.198 -0.258 0.252 0.195 0.168 0.162 0.196 0.217 0.217 0.223 0.182 0.217 0.214 0.183 0.199 0.203 0.204 0.206 0.235